This record from OMol25 describes a cluster of 2 separate species, C3H7NO3 in total. The level of theory is ωB97M-V/def2-TZVPD.

Positions of all 14 atoms, in Å:
O -0.36 1.34 -0.97
C -0.63 0.42 -0.25
N 0.36 -0.40 0.28
C 0.27 -1.43 1.23
O -0.51 -2.33 1.18
C -2.05 0.09 0.14
H 1.27 -0.02 0.08
H 1.02 -1.31 2.04
H -2.27 0.55 1.11
H -2.27 -0.97 0.17
H -2.69 0.63 -0.55
H 3.34 0.86 -1.73
H 2.11 1.72 -1.22
O 2.41 0.86 -1.51

Results
Structure (SMILES): CC(=O)NC=O.O
Relative energy (zero: lowest compared OMol25 entry of this formula, charge and spin) in kcal per mole: 22.9
Orbital gap in eV: 10.8
LUMO level in eV: 0.626

Atomic partial charges in e from the natural (NBO) method, atoms 1 to 8:
1. O -0.591
2. C 0.708
3. N -0.694
4. C 0.553
5. O -0.527
6. C -0.733
7. H 0.432
8. H 0.116

***

This record from OMol25 describes a structure of composition C5H6LiMgO4. The level of theory is ωB97M-V/def2-TZVPD.

Positions of all 17 atoms, in Å:
C -0.83 -0.33 1.50
C -1.54 0.25 0.27
C -0.68 1.16 -0.56
C -0.20 0.86 -1.80
O 0.71 1.54 -2.45
O -0.33 -1.61 1.34
Mg 0.04 -2.71 -0.16
Li 1.68 1.57 -0.88
H -1.52 -0.27 2.36
H 0.03 0.35 1.73
H -2.44 0.79 0.62
H -1.91 -0.59 -0.35
H -0.39 2.12 -0.11
H -0.56 -0.08 -2.28
O 2.53 0.14 0.29
O 2.85 -2.14 0.17
C 2.56 -1.03 0.32

Results
Relative energy (zero: lowest compared OMol25 entry of this formula, charge and spin) in kcal per mole: 0.0
Orbital gap (alpha / beta) in eV: 6.5 / 6.2
Spin multiplicity: 2
LUMO level (alpha / beta) in eV: -0.405 / -1.276

Atomic partial charges in e from the natural (NBO) method, atoms 1 to 8:
1. C -0.038
2. C -0.451
3. C -0.464
4. C 0.164
5. O -0.896
6. O -1.138
7. Mg 0.934
8. Li 0.926

***

This record from OMol25 describes a structure of composition C26H32N10P2Tc. The level of theory is ωB97M-V/def2-TZVPD.

Positions of all 71 atoms, in Å:
Tc -0.26 0.93 -0.29
C 4.04 1.76 -0.73
C 2.65 1.90 -0.75
N 1.88 0.89 -0.34
C 2.46 -0.26 0.06
C 3.84 -0.36 0.06
N 4.62 0.64 -0.32
C 1.53 -1.33 0.46
C 1.87 -2.56 0.97
C 0.87 -3.52 1.28
C -0.46 -3.14 1.00
C -0.75 -1.90 0.50
N 0.23 -1.00 0.26
C -2.07 -1.43 0.03
C -3.22 -2.20 0.01
N -4.32 -1.82 -0.62
C -4.28 -0.67 -1.28
C -3.16 0.15 -1.24
N -2.07 -0.20 -0.55
C 1.21 -4.83 1.82
C 0.26 -5.85 1.90
C 0.64 -7.08 2.42
N 1.87 -7.33 2.86
C 2.78 -6.37 2.79
C 2.51 -5.11 2.28
H 4.67 2.58 -1.04
H 2.17 2.80 -1.10
H 4.34 -1.27 0.36
H 2.91 -2.81 1.10
H -1.26 -3.84 1.18
H -3.26 -3.17 0.51
H -5.15 -0.38 -1.85
H -3.13 1.10 -1.76
H -0.75 -5.73 1.55
H -0.07 -7.90 2.49
H 3.77 -6.61 3.16
H 3.30 -4.38 2.28
C 1.78 1.26 2.81
P 0.09 1.39 2.18
C -0.90 0.26 3.19
C -0.42 3.09 2.57
C -1.68 3.47 1.82
P -1.52 3.13 0.04
C -3.21 3.32 -0.56
C -0.59 4.50 -0.70
H 1.74 1.59 3.85
H 2.46 1.91 2.26
H 2.14 0.24 2.79
H -0.87 0.61 4.22
H -0.48 -0.74 3.14
H -1.94 0.23 2.87
H 0.42 3.75 2.31
H -0.55 3.17 3.66
H -1.92 4.53 1.95
H -2.55 2.91 2.18
H -3.55 4.29 -0.20
H -3.88 2.56 -0.16
H -3.26 3.34 -1.65
H -1.08 5.43 -0.42
H -0.60 4.40 -1.78
H 0.44 4.52 -0.35
N -0.61 2.53 -6.79
C -0.09 1.82 -5.81
N 0.84 0.90 -6.04
N -0.55 2.09 -4.56
C -0.33 1.72 -3.41
N -0.26 1.46 -2.24
H -0.33 2.40 -7.75
H -1.31 3.22 -6.59
H 1.16 0.69 -6.97
H 1.21 0.35 -5.29

Results
Net charge: +4
Orbital gap (alpha / beta) in eV: 6.0 / 4.4
Spin multiplicity: 4
LUMO level (alpha / beta) in eV: -12.144 / -13.769

Atomic partial charges in e from the natural (NBO) method, atoms 1 to 8:
1. Tc 1.025
2. C 0.045
3. C 0.030
4. N -0.425
5. C 0.121
6. C 0.058
7. N -0.255
8. C 0.253

***

This record from OMol25 describes an isolated molecule of C5H8N2. The level of theory is ωB97M-V/def2-TZVPD.

Positions of all 15 atoms, in Å:
N 2.15 -0.01 -0.56
C 0.93 -0.39 0.12
C 0.79 0.14 1.49
N 0.76 0.55 2.57
C -0.36 -0.24 -0.64
C -1.44 0.80 -0.68
C -1.61 -0.38 0.22
H 2.92 -0.47 -0.08
H 2.32 0.99 -0.50
H 0.98 -1.48 0.24
H -0.24 -0.70 -1.62
H -1.31 1.80 -0.29
H -2.02 0.72 -1.59
H -2.31 -1.18 0.04
H -1.58 -0.12 1.28

Results
Structure (SMILES): N#C[C@H](N)C1CC1
Relative energy (zero: lowest compared OMol25 entry of this formula, charge and spin) in kcal per mole: 40.4
Orbital gap in eV: 11.2
LUMO level in eV: 0.851

Atomic partial charges in e from the natural (NBO) method, atoms 1 to 8:
1. N -0.795
2. C -0.150
3. C 0.262
4. N -0.333
5. C -0.237
6. C -0.408
7. C -0.430
8. H 0.365